No. 1
ORCA calculation (ωB97M-V/def2-TZVPD) on the ion C4H5FIN2 with charge +1 in a non-equilibrium geometry.

Bonds (Å) are listed after each position.
CARTESIAN COORDINATES (ANGSTROEM)
1 I -3.469 0.083 -0.068  C5 2.029
2 F 0.953 3.253 -0.241  C7 1.329
3 N -0.404 0.031 0.135  C5 1.329, C6 1.484, C8 1.294
4 N -1.202 2.671 0.307  C7 1.260, H12 0.990
5 C -1.596 0.150 0.710  I1 2.029, N3 1.329
6 C -0.008 -1.392 -0.014  N3 1.484, H10 1.008, H11 1.091, H13 1.025
7 C -0.027 2.378 -0.040  F2 1.329, N4 1.260, C8 1.450
8 C 0.432 1.002 -0.042  N3 1.294, C7 1.450, H9 1.058
9 H 1.416 0.626 -0.147  C8 1.058
10 H 0.898 -1.435 0.427  C6 1.008
11 H 0.164 -1.484 -1.088  C6 1.091
12 H -1.412 3.638 0.287  N4 0.990
13 H -0.730 -2.010 0.368  C6 1.025

For the highest occupied orbital energy (alpha / beta), the calculation gives -13.32 / -13.32 eV. Its total energy is -18015.5887 eV. Its net charge is +1. As for the maximum force: 3.62 eV Å⁻¹. The HOMO-LUMO gap (alpha / beta) comes out at 7.3 / 7.3 eV. As for the relative energy (zero: lowest compared OMol25 entry of this formula, charge and spin): 430.1 kJ/mol.

No. 2
ORCA calculation (ωB97M-V/def2-TZVPD) on a cluster of 2 separate species, C4H5FN2 in total in a non-equilibrium geometry.

Bonds (Å) are listed after each position.
CARTESIAN COORDINATES (ANGSTROEM)
1 F 1.960 -1.017 0.396  C5 1.371
2 N 2.090 1.561 -0.656  C4 1.126
3 N -1.331 -1.156 -0.122  C6 1.215, C7 1.453
4 C 2.651 1.615 0.319  N2 1.126, H9 1.065
5 C 1.125 -0.825 -0.675  F1 1.371, C6 1.335, H10 0.993
6 C -0.178 -0.879 -0.387  N3 1.215, C5 1.335
7 C -2.451 -0.304 0.242  N3 1.453, H8 1.080, H11 1.053, H12 1.163
8 H -2.070 0.195 1.121  C7 1.080
9 H 2.870 1.608 1.361  C4 1.065
10 H 1.513 -0.415 -1.491  C5 0.993
11 H -3.361 -0.752 0.525  C7 1.053
12 H -2.818 0.369 -0.632  C7 1.163

For the highest occupied orbital energy, the calculation gives -8.17 eV. Its total energy is -9922.7443 eV. Its net charge is 0. As for the maximum force: 5.27 eV Å⁻¹. Its structure (SMILES) is CN=C=CF.C#N. The HOMO-LUMO gap comes out at 9.0 eV. As for the relative energy (zero: lowest compared OMol25 entry of this formula, charge and spin): 391.7 kJ/mol.

No. 3
ORCA calculation (ωB97M-V/def2-TZVPD) on the molecule C4H5FN2 in a non-equilibrium geometry.

Bonds (Å) are listed after each position.
CARTESIAN COORDINATES (ANGSTROEM)
1 F -0.816 -1.614 -0.121  C5 1.364
2 N 0.817 0.465 -0.322  C6 1.476, C7 1.308, H9 1.034
3 N -3.063 0.867 -0.470  C4 1.162
4 C -2.224 0.243 0.038  N3 1.162, C5 1.422
5 C -1.053 -0.422 0.498  F1 1.364, C4 1.422, C6 1.465
6 C 0.130 0.299 0.974  N2 1.476, C5 1.465, H8 1.188, H10 1.219
7 C 1.575 -0.472 -0.830  N2 1.308, H11 1.090, H12 1.030
8 H -0.191 1.312 1.504  C6 1.188
9 H 0.392 1.153 -0.968  N2 1.034
10 H 0.860 -0.370 1.685  C6 1.219
11 H 1.720 -0.336 -1.902  C7 1.090
12 H 1.854 -1.126 -0.085  C7 1.030

For the highest occupied orbital energy (alpha / beta), the calculation gives -7.46 / -6.84 eV. Its total energy is -9922.3976 eV. Its net charge is 0. As for the maximum force: 3.22 eV Å⁻¹. The HOMO-LUMO gap (alpha / beta) comes out at 7.5 / 6.3 eV. As for the relative energy (zero: lowest compared OMol25 entry of this formula, charge and spin): 425.2 kJ/mol.

No. 4
ORCA calculation (ωB97M-V/def2-TZVPD) on the molecule C4H5FN2 in a non-equilibrium geometry.

Bonds (Å) are listed after each position.
CARTESIAN COORDINATES (ANGSTROEM)
1 F 0.748 -2.109 -0.049  C4 1.300
2 N -1.955 -0.076 2.167  C6 1.135
3 N -0.961 0.690 -1.108  C5 1.243, H8 1.034
4 C 0.545 -0.826 -0.061  F1 1.300, C5 1.490, C7 1.696, H11 1.167
5 C -0.760 -0.459 -0.679  N3 1.243, C4 1.490, H9 1.031
6 C -0.849 -0.225 1.958  N2 1.135, C7 1.410
7 C 0.498 -0.290 1.548  C4 1.696, C6 1.410, H10 1.035, H12 1.120
8 H -1.793 0.923 -1.676  N3 1.034
9 H -1.177 -1.366 -0.939  C5 1.031
10 H 0.822 0.681 1.394  C7 1.035
11 H 1.492 -0.343 -0.541  C4 1.167
12 H 1.237 -0.878 2.151  C7 1.120

For the highest occupied orbital energy, the calculation gives -10.26 eV. Its total energy is -9924.6058 eV. Its net charge is 0. As for the maximum force: 5.61 eV Å⁻¹. Its structure (SMILES) is [H]/N=C/[C@H](F)CC#N. The HOMO-LUMO gap comes out at 11.0 eV. As for the relative energy (zero: lowest compared OMol25 entry of this formula, charge and spin): 212.1 kJ/mol.

No. 5
ORCA calculation (ωB97M-V/def2-TZVPD) on the molecule C4H5FN2 in a non-equilibrium geometry.

Bonds (Å) are listed after each position.
CARTESIAN COORDINATES (ANGSTROEM)
1 F 2.352 -1.481 -0.071  C4 1.404
2 N -1.818 -0.649 -0.160  C5 1.192, C6 1.286
3 N 0.529 -0.190 0.012  C4 1.280, C6 1.390, C7 1.519
4 C 0.952 -1.398 -0.016  F1 1.404, N3 1.280
5 C -2.823 -1.229 0.113  N2 1.192, H8 1.074
6 C -0.820 0.145 0.006  N2 1.286, N3 1.390, H9 1.114
7 C 1.388 1.061 0.076  N3 1.519, H10 1.001, H11 1.103, H12 1.027
8 H -3.639 -1.580 -0.490  C5 1.074
9 H -0.855 1.253 0.116  C6 1.114
10 H 0.885 1.862 -0.254  C7 1.001
11 H 2.369 1.077 -0.428  C7 1.103
12 H 1.480 1.129 1.096  C7 1.027

For the highest occupied orbital energy (alpha / beta), the calculation gives -7.81 / -7.81 eV. Its total energy is -9921.0536 eV. Its net charge is 0. As for the maximum force: 3.79 eV Å⁻¹. The HOMO-LUMO gap (alpha / beta) comes out at 8.3 / 8.3 eV. As for the relative energy (zero: lowest compared OMol25 entry of this formula, charge and spin): 554.9 kJ/mol.

No. 6
ORCA calculation (ωB97M-V/def2-TZVPD) on the ion C4H5FNO4S with charge -1 in a non-equilibrium geometry.

Bonds (Å) are listed after each position.
CARTESIAN COORDINATES (ANGSTROEM)
1 S 0.019 1.452 3.030  O3 1.414, O5 1.627, O6 1.456, C8 2.123
2 F -1.752 -0.567 2.441  C9 1.534
3 O -1.063 2.016 3.745  S1 1.414
4 O -0.169 -2.144 2.614  C9 1.200
5 O 0.262 -0.116 3.390  S1 1.627, C9 1.328
6 O 1.285 2.102 3.340  S1 1.456
7 N 0.108 -0.351 1.160  C8 1.308, C9 1.522, C11 1.464
8 C -0.064 0.933 0.973  S1 2.123, N7 1.308, C10 1.294
9 C -0.269 -0.953 2.506  F2 1.534, O4 1.200, O5 1.328, N7 1.522
10 C -0.038 1.851 0.061  C8 1.294, H15 1.101, H16 1.108
11 C 0.424 -1.352 0.140  N7 1.464, H12 1.048, H13 1.162, H14 1.174
12 H -0.441 -1.511 -0.430  C11 1.048
13 H 0.863 -2.396 0.396  C11 1.162
14 H 1.213 -0.896 -0.600  C11 1.174
15 H -0.268 2.915 0.231  C10 1.101
16 H -0.267 1.572 -0.986  C10 1.108

For the highest occupied orbital energy, the calculation gives -4.92 eV. Its total energy is -27460.9884 eV. Its net charge is -1. As for the maximum force: 4.37 eV Å⁻¹. Its structure (SMILES) is C=C1N(C)[C@]([O-])(F)OS1(=O)=O. The HOMO-LUMO gap comes out at 8.6 eV. As for the relative energy (zero: lowest compared OMol25 entry of this formula, charge and spin): 188.2 kJ/mol.

No. 7
ORCA calculation (ωB97M-V/def2-TZVPD) on a cluster of 2 separate species, C4H5FO in total in a non-equilibrium geometry.

Bonds (Å) are listed after each position.
CARTESIAN COORDINATES (ANGSTROEM)
1 F 2.336 -0.451 -0.254  C6 1.340
2 O -1.759 -1.569 -0.040  C3 1.203
3 C -1.590 -0.378 -0.061  O2 1.203, C5 1.447, H11 1.114
4 C -0.011 1.565 -0.250  C5 1.315, H7 1.084, H9 1.077
5 C -0.317 0.309 -0.012  C3 1.447, C4 1.315
6 C 1.269 -1.034 0.310  F1 1.340, H8 1.079, H10 1.079
7 H -0.778 2.295 -0.482  C4 1.084
8 H 0.948 -1.922 -0.213  C6 1.079
9 H 1.004 1.923 -0.242  C4 1.077
10 H 1.349 -1.062 1.385  C6 1.079
11 H -2.450 0.324 -0.141  C3 1.114

For the highest occupied orbital energy, the calculation gives -9.63 eV. Its total energy is -8990.8042 eV. Its net charge is 0. As for the maximum force: 5.17 eV Å⁻¹. The HOMO-LUMO gap comes out at 9.7 eV. As for the relative energy (zero: lowest compared OMol25 entry of this formula, charge and spin): 214.7 kJ/mol.

No. 8
ORCA calculation (ωB97M-V/def2-TZVPD) on a cluster of 2 separate species, C4H5FO2 in total in a non-equilibrium geometry.

Bonds (Å) are listed after each position.
CARTESIAN COORDINATES (ANGSTROEM)
1 F 0.611 1.008 1.968  C5 1.352
2 O -0.183 -0.789 -1.631  C7 1.296, H8 0.927
3 O 2.697 2.353 0.189  C6 1.217
4 C -1.441 -1.029 0.434  C7 1.470, H10 1.162, H11 1.004, H12 1.002
5 C 1.232 0.664 0.817  F1 1.352, C6 1.445
6 C 1.725 1.676 -0.088  O3 1.217, C5 1.445, H9 1.108
7 C -0.312 -0.535 -0.366  O2 1.296, C4 1.470
8 H -0.674 -1.540 -1.867  O2 0.927
9 H 1.500 1.608 -1.171  C6 1.108
10 H -2.252 -1.324 -0.344  C4 1.162
11 H -1.192 -1.811 1.013  C4 1.004
12 H -1.710 -0.281 1.045  C4 1.002

For the highest occupied orbital energy, the calculation gives -7.80 eV. Its total energy is -11034.5086 eV. Its net charge is 0. As for the maximum force: 6.38 eV Å⁻¹. The HOMO-LUMO gap comes out at 7.5 eV. As for the relative energy (zero: lowest compared OMol25 entry of this formula, charge and spin): 673.2 kJ/mol.

No. 9
ORCA calculation (ωB97M-V/def2-TZVPD) on a cluster of 2 separate species, C4H5FO2 in total in a non-equilibrium geometry.

Bonds (Å) are listed after each position.
CARTESIAN COORDINATES (ANGSTROEM)
1 F -0.453 -1.495 2.611  C5 1.317
2 O 0.261 -0.053 -1.764  C7 1.202
3 O -2.070 -1.389 -0.815  C6 1.318, H11 0.955
4 C 0.964 1.130 0.313  C7 1.528, H9 1.118, H10 1.173, H12 1.106
5 C -1.033 -1.294 1.447  F1 1.317, C6 1.216
6 C -1.488 -1.573 0.354  O3 1.318, C5 1.216
7 C 0.732 0.883 -1.176  O2 1.202, C4 1.528, H8 1.126
8 H 1.365 1.592 -1.781  C7 1.126
9 H 2.016 1.198 0.685  C4 1.118
10 H 0.628 0.112 0.789  C4 1.173
11 H -1.456 -1.120 -1.494  O3 0.955
12 H 0.534 2.008 0.831  C4 1.106

For the highest occupied orbital energy, the calculation gives -9.41 eV. Its total energy is -11036.9123 eV. Its net charge is 0. As for the maximum force: 3.60 eV Å⁻¹. Its structure (SMILES) is OC#CF.CC=O. The HOMO-LUMO gap comes out at 10.0 eV. As for the relative energy (zero: lowest compared OMol25 entry of this formula, charge and spin): 441.3 kJ/mol.

No. 10
ORCA calculation (ωB97M-V/def2-TZVPD) on the molecule C4H5FO2S in a non-equilibrium geometry.

Bonds (Å) are listed after each position.
CARTESIAN COORDINATES (ANGSTROEM)
1 S 1.377 0.394 -0.032  O3 1.443, O4 1.423, C6 1.863, C7 1.874
2 F 0.487 -2.044 0.326  C7 1.310
3 O 1.715 0.801 -1.375  S1 1.443
4 O 2.453 0.023 0.822  S1 1.423
5 C -1.119 0.610 0.692  C6 1.328, C8 1.500, H13 1.087
6 C -0.004 1.322 0.807  S1 1.863, C5 1.328, H9 1.109
7 C 0.352 -1.086 -0.557  S1 1.874, F2 1.310, C8 1.578, H10 1.065
8 C -1.047 -0.365 -0.445  C5 1.500, C7 1.578, H11 1.029, H12 1.088
9 H 0.382 2.009 1.587  C6 1.109
10 H 0.543 -1.273 -1.588  C7 1.065
11 H -1.445 -0.020 -1.329  C8 1.029
12 H -1.687 -1.205 -0.181  C8 1.088
13 H -2.009 0.835 1.275  C5 1.087

For the highest occupied orbital energy, the calculation gives -10.17 eV. Its total energy is -21874.1377 eV. Its net charge is 0. As for the maximum force: 5.18 eV Å⁻¹. Its structure (SMILES) is O=S1(=O)C=CC[C@@H]1F. The HOMO-LUMO gap comes out at 10.5 eV. As for the relative energy (zero: lowest compared OMol25 entry of this formula, charge and spin): 236.2 kJ/mol.

No. 11
ORCA calculation (ωB97M-V/def2-TZVPD) on the molecule C4H5FO3 in a non-equilibrium geometry.

Bonds (Å) are listed after each position.
CARTESIAN COORDINATES (ANGSTROEM)
1 F 0.461 2.177 0.017  C7 1.360
2 O 2.234 0.071 -0.122  C6 1.333, H13 1.016
3 O -2.547 -0.087 -0.285  C8 1.505, H11 1.129
4 O 1.141 -1.912 0.108  C6 1.209
5 C -0.196 -0.058 0.111  C6 1.523, C7 1.296, C8 1.475
6 C 1.162 -0.719 -0.089  O2 1.333, O4 1.209, C5 1.523
7 C -0.477 1.206 0.174  F1 1.360, C5 1.296, H10 1.081
8 C -1.368 -0.952 0.072  O3 1.505, C5 1.475, H9 1.190, H12 1.182
9 H -1.579 -1.356 1.171  C8 1.190
10 H -1.452 1.597 0.430  C7 1.081
11 H -3.449 -0.608 0.151  O3 1.129
12 H -1.082 -1.720 -0.780  C8 1.182
13 H 2.068 1.050 -0.336  O2 1.016

For the highest occupied orbital energy, the calculation gives -10.20 eV. Its total energy is -13086.8951 eV. Its net charge is 0. As for the maximum force: 5.22 eV Å⁻¹. Its structure (SMILES) is O=C(O)/C(=C\F)CO. The HOMO-LUMO gap comes out at 10.7 eV. As for the relative energy (zero: lowest compared OMol25 entry of this formula, charge and spin): 124.1 kJ/mol.

No. 12
ORCA calculation (ωB97M-V/def2-TZVPD) on the molecule C4H5FOS in a non-equilibrium geometry.

Bonds (Å) are listed after each position.
CARTESIAN COORDINATES (ANGSTROEM)
1 S 1.804 -2.317 -0.605  C7 1.639
2 F -0.705 0.028 -1.988  C6 1.372
3 O 1.006 -0.039 0.329  C4 1.404, C7 1.335
4 C 0.052 0.969 0.540  O3 1.404, C5 1.345, H10 1.138
5 C 0.050 1.674 1.686  C4 1.345, H8 1.074, H9 1.083
6 C -0.536 -1.089 -1.211  F2 1.372, C7 1.479, H11 1.103, H12 1.066
7 C 0.726 -1.094 -0.438  S1 1.639, O3 1.335, C6 1.479
8 H 0.727 1.352 2.454  C5 1.074
9 H -0.509 2.574 1.913  C5 1.083
10 H -0.735 1.110 -0.269  C4 1.138
11 H -1.402 -1.242 -0.543  C6 1.103
12 H -0.477 -1.926 -1.869  C6 1.066

For the highest occupied orbital energy, the calculation gives -9.14 eV. Its total energy is -19827.2608 eV. Its net charge is 0. As for the maximum force: 2.03 eV Å⁻¹. Its structure (SMILES) is C=COC(=S)CF. The HOMO-LUMO gap comes out at 8.9 eV. As for the relative energy (zero: lowest compared OMol25 entry of this formula, charge and spin): 127.9 kJ/mol.

What did the seventh record say?
ORCA calculation (ωB97M-V/def2-TZVPD) on a cluster of 2 separate species, C4H5FO in total in a non-equilibrium geometry.

Bonds (Å) are listed after each position.
CARTESIAN COORDINATES (ANGSTROEM)
1 F 2.336 -0.451 -0.254  C6 1.340
2 O -1.759 -1.569 -0.040  C3 1.203
3 C -1.590 -0.378 -0.061  O2 1.203, C5 1.447, H11 1.114
4 C -0.011 1.565 -0.250  C5 1.315, H7 1.084, H9 1.077
5 C -0.317 0.309 -0.012  C3 1.447, C4 1.315
6 C 1.269 -1.034 0.310  F1 1.340, H8 1.079, H10 1.079
7 H -0.778 2.295 -0.482  C4 1.084
8 H 0.948 -1.922 -0.213  C6 1.079
9 H 1.004 1.923 -0.242  C4 1.077
10 H 1.349 -1.062 1.385  C6 1.079
11 H -2.450 0.324 -0.141  C3 1.114

For the highest occupied orbital energy, the calculation gives -9.63 eV. Its total energy is -8990.8042 eV. Its net charge is 0. As for the maximum force: 5.17 eV Å⁻¹. The HOMO-LUMO gap comes out at 9.7 eV. As for the relative energy (zero: lowest compared OMol25 entry of this formula, charge and spin): 214.7 kJ/mol.